Record 1
Entry from the OMol25 dataset: a structure of composition C9H16OPZn in a non-equilibrium geometry (the ωB97M-V functional and the def2-TZVPD basis).

Geometry as XYZ:
```
28
Properties=species:S:1:pos:R:3:lowdin_charge:R:1
C 0.319 0.368 -3.167 -0.275
C -0.943 -0.328 -3.064 -0.241
C -0.729 -1.521 -2.305 -0.207
C 0.644 -1.577 -1.929 -0.221
C 1.309 -0.424 -2.457 -0.234
Zn -0.262 0.773 -1.059 -0.076
P -0.739 2.868 -0.588 0.651
H 0.540 1.179 -3.846 0.083
H -1.851 -0.065 -3.606 0.084
H -1.462 -2.308 -2.134 0.086
H 2.385 -0.261 -2.479 0.079
H 1.136 -2.423 -1.474 0.080
H -1.711 2.851 0.481 -0.156
H -1.273 3.556 -1.746 -0.163
H 0.461 3.520 -0.097 -0.177
C 0.902 -0.167 2.972 -0.197
C -0.110 -1.318 2.869 -0.179
C -0.384 -1.354 1.374 -0.197
O -0.292 0.050 0.945 -0.315
C 0.313 0.863 2.028 -0.249
H 1.053 0.201 3.984 0.106
H 1.870 -0.479 2.553 0.113
H -1.025 -1.058 3.418 0.113
H 0.263 -2.262 3.251 0.106
H 0.394 -1.947 0.859 0.107
H -1.376 -1.731 1.110 0.113
H -0.482 1.449 2.524 0.098
H 1.049 1.543 1.581 0.068
```

Computed properties:
Total energy, Ha: -2548.25604
Frontier orbital gap (alpha / beta), eV: 2.57 / 2.57
Total charge: -1

Record 2
Entry from the OMol25 dataset: a structure of composition C9H16OS in a non-equilibrium geometry (the ωB97M-V functional and the def2-TZVPD basis).

Geometry as XYZ:
```
27
Properties=species:S:1:pos:R:3:lowdin_charge:R:1
C 1.553 1.857 0.665 -0.075
C 1.344 0.341 0.410 -0.297
C 0.068 2.030 0.278 -0.150
C -0.054 0.724 0.086 -0.213
C -1.256 -1.407 -0.652 -0.535
C 1.511 -0.498 1.665 -0.024
C -0.962 3.173 0.105 -0.001
C -0.130 -1.907 -1.472 -0.100
C -1.624 -2.190 0.664 -0.084
O -1.136 -0.021 -0.458 -0.016
S -2.905 -2.357 -1.841 0.601
H 1.771 2.037 1.686 0.096
H 2.096 2.427 -0.102 0.120
H 1.966 0.145 -0.533 0.167
H -3.699 -1.321 -1.771 -0.232
H 0.609 -0.261 2.276 0.122
H 2.391 -0.325 2.132 0.046
H 1.456 -1.449 1.299 0.037
H -0.501 4.122 0.241 0.061
H -1.657 3.129 0.926 0.076
H -1.364 3.009 -0.821 0.045
H -0.065 -2.950 -1.467 0.074
H 0.683 -1.559 -1.000 0.019
H -0.250 -1.568 -2.524 0.106
H -0.744 -2.546 1.065 0.037
H -2.393 -3.028 0.427 0.057
H -2.179 -1.555 1.296 0.064
```

Computed properties:
Total energy, Ha: -825.78542
Energy above the lowest of the compared OMol25 structures with the same formula, charge and spin, kcal/mol: 58.63
Frontier orbital gap, eV: 9.06

Record 3
Entry from the OMol25 dataset: a cluster of 2 separate species, C9H17BF3O4S in total in a non-equilibrium geometry (the ωB97M-V functional and the def2-TZVPD basis).

Geometry as XYZ:
```
35
Properties=species:S:1:pos:R:3:lowdin_charge:R:1
O 0.572 -1.580 1.575 -0.104
C 0.236 -0.582 2.402 -0.280
O -0.367 -0.928 3.732 -0.048
C 0.461 0.956 1.869 -0.140
B -0.592 2.033 2.551 -0.593
C -1.943 2.328 1.663 -0.227
C -2.753 0.995 1.161 -0.096
C -4.033 0.573 2.116 -0.219
F -3.659 -0.214 3.320 -0.005
F -4.882 -0.346 1.270 -0.061
F -4.919 1.741 2.449 -0.028
H -0.897 -1.766 3.515 0.113
H 0.301 1.003 0.711 0.071
H 1.585 1.282 2.101 0.117
H 0.004 3.073 2.606 0.022
H -0.818 1.760 3.694 0.030
H -1.589 2.907 0.682 0.096
H -2.601 3.103 2.270 0.097
H -3.221 1.267 0.097 0.128
H -2.097 0.039 1.005 0.127
C 2.609 -2.313 -3.042 -0.235
C 3.093 -0.936 -3.493 -0.230
C 1.925 0.036 -3.332 -0.232
S 0.913 -0.614 -2.011 0.684
O -0.367 -1.006 -2.561 -0.321
O 1.028 0.250 -0.853 -0.329
C 1.879 -2.084 -1.727 -0.233
H 3.439 -3.017 -2.924 0.113
H 1.919 -2.725 -3.788 0.117
H 3.928 -0.617 -2.858 0.117
H 3.454 -0.952 -4.526 0.110
H 2.270 1.038 -3.066 0.104
H 1.313 0.080 -4.237 0.103
H 1.226 -2.913 -1.448 0.113
H 2.584 -1.871 -0.918 0.115
```

Computed properties:
Total energy, Ha: -1376.64174
Frontier orbital gap, eV: 7.12
Total charge: -1

Record 4
Entry from the OMol25 dataset: a cluster of 5 separate species, C9H17Br11 in total in a non-equilibrium geometry (the ωB97M-V functional and the def2-TZVPD basis).

Geometry as XYZ:
```
37
Properties=species:S:1:pos:R:3:lowdin_charge:R:1
Br -0.469 -3.062 0.220 0.559
C -1.808 -1.731 0.917 -1.476
Br -2.726 -2.314 2.572 0.541
Br -3.103 -1.205 -0.486 0.526
H -1.280 -0.810 1.163 -0.135
Br 1.911 -1.685 -2.588 0.574
C 0.483 -2.847 -3.261 -0.679
C -0.268 -2.116 -4.484 -0.641
Br -1.558 -3.412 -5.276 0.563
H -0.234 -3.072 -2.472 -0.033
H 0.829 -3.825 -3.595 0.048
H 0.389 -1.943 -5.337 0.034
H -0.731 -1.150 -4.284 -0.008
Br 1.466 0.274 1.269 0.623
C 2.421 1.672 0.202 -0.611
C 1.589 2.932 0.373 -0.705
Br 2.418 4.337 -0.744 0.591
H 2.482 1.286 -0.816 0.038
H 3.427 1.778 0.609 0.060
H 1.561 3.379 1.366 0.056
H 0.542 2.805 0.096 -0.043
Br -1.935 2.025 0.843 0.571
C -2.712 2.565 -0.973 -0.555
C -1.647 2.557 -2.137 -0.573
Br -0.685 0.797 -2.167 0.579
H -3.226 3.525 -1.015 0.065
H -3.362 1.745 -1.280 0.014
H -0.883 3.323 -1.999 0.041
H -2.136 2.730 -3.095 0.062
Br 2.945 -2.474 5.041 0.586
C 1.843 -0.836 4.805 -0.660
C 0.460 -1.285 4.268 -0.672
Br -0.789 0.261 4.068 0.533
H 2.389 -0.084 4.235 0.028
H 1.856 -0.366 5.788 0.047
H 0.033 -2.058 4.907 0.052
H 0.508 -1.713 3.267 0.002
```

Computed properties:
Total energy, Ha: -28667.24909
SMILES: BrC(Br)Br.BrCCBr.BrCCBr.BrCCBr.BrCCBr
Frontier orbital gap, eV: 9.51

Record 5
Entry from the OMol25 dataset: a cluster of 2 separate species, C9H17F3N2OP in total in a non-equilibrium geometry (the ωB97M-V functional and the def2-TZVPD basis).

Geometry as XYZ:
```
33
Properties=species:S:1:pos:R:3:lowdin_charge:R:1
C 3.020 2.221 -0.594 -0.280
P 1.320 1.669 -0.926 0.995
C 1.384 -0.128 -0.595 -0.255
N 0.375 2.353 0.529 -0.101
C -0.911 3.000 0.081 -0.119
C -2.055 2.000 0.038 -0.261
O -1.634 0.708 -0.327 0.010
C -3.089 2.453 -0.992 -0.559
F -4.069 1.531 -1.093 0.167
F -3.628 3.632 -0.611 0.159
F -2.511 2.613 -2.202 0.158
H 3.359 2.138 0.432 0.051
H 3.161 3.234 -0.937 0.039
H 3.632 1.564 -1.199 0.052
H 0.980 -0.615 -1.468 0.047
H 2.384 -0.486 -0.405 0.051
H 0.751 -0.384 0.244 0.018
H 0.924 3.055 1.018 0.143
H 0.158 1.649 1.232 0.138
H -1.150 3.781 0.790 0.141
H -0.713 3.449 -0.878 0.113
H -2.581 1.962 0.984 0.171
H -1.632 0.141 0.439 0.098
N 0.325 -3.508 1.581 -0.008
C -0.617 -3.368 0.592 -0.164
C -0.369 -4.319 -0.359 -0.104
C 0.765 -5.061 0.069 -0.098
C 1.167 -4.540 1.268 -0.134
H 0.384 -2.951 2.412 0.136
H -1.385 -2.616 0.654 0.092
H -0.940 -4.473 -1.259 0.095
H 1.225 -5.889 -0.442 0.096
H 1.972 -4.818 1.925 0.109
```

Computed properties:
Total energy, Ha: -1178.58747
Frontier orbital gap, eV: 7.17
Total charge: +1

Record 6
Entry from the OMol25 dataset: a structure of composition C9H17F6I2IrNO4PS2 in a non-equilibrium geometry (the ωB97M-V functional and the def2-TZVPD basis).

Geometry as XYZ:
```
43
Properties=species:S:1:pos:R:3:mulliken_spin:R:1
Ir -0.185 -1.352 -0.204 0.753
F -1.672 -2.154 -3.104 0.001
C -1.819 -0.923 -3.614 0.003
F -1.964 -0.956 -4.900 0.000
F -2.840 -0.333 -3.011 0.000
S -0.283 0.020 -3.159 0.001
O -0.387 0.083 -1.638 -0.005
O -0.308 1.308 -3.719 0.000
N 0.877 -0.913 -3.598 0.007
S 1.828 -1.816 -2.772 0.004
O 1.324 -1.956 -1.297 0.098
O 2.101 -3.084 -3.309 0.004
C 3.399 -0.824 -2.517 0.004
F 4.228 -1.554 -1.820 0.000
F 3.865 -0.511 -3.689 0.002
F 3.041 0.263 -1.835 0.001
I 0.218 -3.494 1.314 0.002
C -1.870 -3.908 1.148 -0.009
I -2.627 -2.186 0.144 0.102
H -2.328 -3.996 2.130 0.005
H -2.028 -4.781 0.519 0.002
C 0.081 -0.379 3.679 0.001
C -0.790 0.454 2.746 -0.002
P -0.248 0.692 1.033 0.008
C -1.330 1.901 0.220 0.002
C -1.864 2.974 1.183 0.001
C 1.493 1.161 0.979 -0.007
C 1.672 2.586 1.547 0.002
H -0.388 -0.408 4.661 0.000
H 1.071 0.056 3.809 0.000
H 0.192 -1.405 3.344 0.000
H -0.813 1.496 3.097 0.007
H -1.831 0.122 2.726 0.001
H -2.161 1.364 -0.244 0.002
H -0.747 2.335 -0.595 -0.001
H -2.540 2.560 1.929 0.000
H -2.433 3.685 0.584 0.000
H -1.068 3.528 1.681 0.000
H 1.829 1.113 -0.058 0.005
H 2.061 0.428 1.558 0.004
H 1.219 3.338 0.903 0.000
H 2.743 2.781 1.587 0.000
H 1.283 2.685 2.561 0.000
```

Computed properties:
Total energy, Ha: -3144.25926
Energy above the lowest of the compared OMol25 structures with the same formula, charge and spin, kcal/mol: 10.25
Frontier orbital gap (alpha / beta), eV: 7.42 / 6.69
⟨S²⟩: 0.757
Spin multiplicity: 2
Total charge: +3